ORCA calculation (ωB97M-V with the def2-TZVPD basis set) on a molecular structure, C40H48N3O2S3SbSc.

XYZ file:
```
98
Properties=species:S:1:pos:R:3:forces:R:3:lowdin_charge:R:1
Sc 0.098 -0.195 0.179 0.298 -0.060 0.114 0.758
C 2.783 2.096 3.320 -0.010 -0.066 0.008 -0.046
O 2.820 0.668 3.601 0.019 0.036 0.032 0.049
C 2.045 0.094 2.680 -0.021 0.079 -0.052 -0.333
N 1.598 0.829 1.729 0.062 0.021 0.078 0.066
C 2.148 2.191 1.928 -0.034 -0.008 0.020 -0.196
C 1.031 3.186 1.734 -0.028 0.021 0.004 -0.138
C 0.116 2.713 0.667 0.070 -0.002 0.103 -0.161
C -1.758 3.759 0.668 0.015 -0.012 -0.013 -0.149
C -1.500 4.854 1.668 -0.016 0.025 0.002 -0.043
C -0.370 5.134 2.334 -0.010 0.004 -0.008 -0.089
C 0.839 4.307 2.430 0.007 -0.021 -0.004 -0.036
C 1.694 -1.310 2.724 -0.051 -0.056 -0.053 -0.220
C 2.226 -2.209 3.603 0.040 0.051 0.041 0.008
C 1.888 -3.577 3.473 -0.055 -0.026 -0.075 -0.057
C 1.079 -3.946 2.420 0.071 -0.065 0.092 0.010
C 0.571 -2.974 1.561 -0.137 0.067 -0.122 -0.198
N 0.806 -1.630 1.733 0.251 -0.065 0.141 0.005
C -0.245 -3.222 0.430 0.072 0.100 0.092 -0.340
N -0.655 -2.241 -0.344 -0.472 -0.137 -0.016 0.050
C -1.639 -2.846 -1.272 0.048 -0.020 0.065 -0.286
C -1.400 -4.355 -1.097 0.079 0.007 0.079 -0.076
O -0.669 -4.452 0.148 -0.070 -0.056 -0.047 0.042
C -3.072 -2.477 -0.957 0.013 0.024 0.034 -0.194
C -3.481 -2.120 0.323 -0.014 -0.005 -0.015 -0.033
C -4.814 -1.828 0.580 -0.010 -0.009 0.009 -0.076
C -5.756 -1.909 -0.435 -0.008 -0.016 0.011 -0.086
C -5.359 -2.290 -1.709 0.013 -0.006 0.003 -0.082
C -4.026 -2.568 -1.967 -0.004 -0.002 -0.034 -0.047
H 3.800 2.472 3.378 0.019 -0.002 -0.010 0.133
H 2.164 2.565 4.085 0.003 0.001 0.013 0.124
H 2.912 2.349 1.156 0.001 0.008 -0.021 0.165
H 0.684 1.991 0.077 -0.094 0.073 -0.130 0.045
H -2.730 3.887 0.190 -0.006 -0.011 -0.008 0.147
H -2.310 5.567 1.786 0.010 -0.012 -0.004 0.111
H -0.368 6.031 2.945 -0.001 -0.011 -0.004 0.100
H 1.563 4.604 3.184 -0.013 -0.004 -0.008 0.111
H 2.914 -1.862 4.362 -0.015 -0.018 -0.009 0.120
H 2.288 -4.314 4.155 0.003 0.008 -0.011 0.101
H 0.834 -4.983 2.232 -0.008 0.019 0.007 0.124
H -1.401 -2.570 -2.297 0.004 0.024 -0.006 0.071
H -0.775 -4.767 -1.885 0.024 -0.001 -0.021 0.080
H -2.319 -4.925 -0.990 -0.015 -0.019 -0.001 0.134
H -2.756 -2.066 1.125 0.012 -0.014 -0.013 0.103
H -5.116 -1.538 1.580 0.001 -0.005 -0.015 0.106
H -6.795 -1.677 -0.234 0.019 0.000 -0.001 0.103
H -6.086 -2.355 -2.509 0.001 0.001 0.011 0.107
H -3.715 -2.839 -2.971 -0.002 0.001 0.031 0.123
C -1.692 1.319 -0.140 -0.095 0.034 -0.155 -0.165
C -1.646 1.977 -1.505 0.017 -0.011 0.034 -0.137
C -0.874 3.091 -1.620 0.015 0.021 0.081 -0.100
C -0.538 3.723 -0.284 0.007 -0.004 0.025 -0.154
C -1.375 2.285 1.033 0.034 -0.005 -0.054 -0.252
C -1.956 1.724 2.375 -0.026 0.059 0.029 -0.475
C -1.611 2.490 3.660 0.024 0.004 0.017 -0.036
C -1.537 0.282 2.647 0.017 -0.067 -0.022 -0.051
C -3.493 1.760 2.253 -0.017 0.021 -0.022 -0.025
C -0.256 3.844 -2.817 -0.033 0.013 0.004 -0.498
C -1.155 5.020 -3.237 -0.036 0.044 -0.032 -0.042
C 0.113 2.935 -4.011 -0.021 0.006 -0.016 -0.063
C 1.102 4.470 -2.408 0.032 0.031 -0.061 -0.065
C -2.570 1.332 -2.571 -0.005 0.063 -0.028 -0.484
C -3.034 2.306 -3.666 0.001 -0.051 -0.038 -0.050
C -3.900 0.911 -1.905 0.015 0.003 0.041 -0.055
C -1.962 0.064 -3.182 -0.001 0.005 0.001 -0.040
H -2.655 0.856 0.026 -0.039 -0.028 0.027 0.050
H -0.031 4.676 -0.366 -0.023 -0.014 0.009 0.128
H -0.536 2.584 3.809 -0.015 -0.007 -0.005 0.075
H -2.015 1.928 4.507 0.008 0.005 -0.008 0.089
H -2.052 3.482 3.687 0.006 -0.014 -0.009 0.079
H -0.518 0.214 3.019 -0.001 0.026 -0.002 0.070
H -1.648 -0.360 1.770 -0.128 -0.087 -0.078 0.033
H -2.183 -0.165 3.408 0.006 0.019 0.005 0.108
H -3.842 2.744 1.930 0.017 -0.026 0.030 0.091
H -3.935 1.556 3.231 0.010 -0.005 -0.019 0.090
H -3.881 1.018 1.553 0.013 0.022 0.006 0.071
H -2.103 4.693 -3.660 0.077 0.050 0.025 0.058
H -0.643 5.641 -3.978 -0.009 -0.011 0.013 0.085
H -1.374 5.649 -2.370 0.010 -0.015 -0.015 0.088
H -0.478 2.033 -4.071 -0.047 -0.039 -0.005 0.033
H 1.156 2.623 -3.938 -0.031 -0.012 0.016 0.057
H -0.001 3.474 -4.956 0.027 0.016 0.031 0.093
H 1.009 5.354 -1.779 -0.009 -0.011 -0.027 0.076
H 1.619 4.785 -3.318 -0.003 -0.007 0.005 0.088
H 1.738 3.739 -1.902 -0.023 0.010 -0.008 0.082
H -3.587 3.134 -3.217 0.008 -0.027 0.008 0.091
H -3.717 1.778 -4.337 0.010 -0.001 0.017 0.088
H -2.247 2.725 -4.280 0.028 -0.042 -0.002 0.051
H -4.333 1.741 -1.339 0.018 -0.011 -0.011 0.100
H -3.796 0.056 -1.242 -0.006 0.031 -0.035 0.046
H -4.608 0.627 -2.687 0.011 0.010 0.023 0.088
H -1.106 0.243 -3.831 0.005 0.066 -0.005 0.068
H -2.717 -0.474 -3.764 0.021 0.013 0.011 0.093
H -1.624 -0.596 -2.385 -0.001 0.013 -0.002 0.043
S 1.053 -3.220 -3.328 -0.084 -0.154 -0.014 -0.155
Sb 2.462 -1.517 -3.225 0.120 0.169 0.002 0.472
S 1.434 0.486 -1.915 0.123 0.034 0.027 -0.004
S 2.768 -0.779 -0.846 -0.093 0.024 -0.099 -0.045
```
Positions in Å, forces in eV/Å.

Values from the calculation:
⟨S²⟩: 0.77
Energy above the lowest of the compared OMol25 structures with the same formula, charge and spin: 0.000 eV
E: -4063.358316 hartree
Frontier orbital gap (spin up / spin down): 5.501 / 6.350 eV
Multiplicity: 2

ORCA calculation (ωB97M-V with the def2-TZVPD basis set) on 3 unconnected molecules or ions with the total composition C5H12O2 at a distorted geometry.

XYZ file:
```
19
Properties=species:S:1:pos:R:3:forces:R:3:nbo_charge:R:1
C 0.013 -2.085 1.493 0.737 4.419 -0.494 -0.393
C 0.897 -0.992 1.495 -1.405 -4.594 -0.611 -0.185
C 1.838 -0.749 0.405 -0.881 2.688 -2.909 -0.253
C 1.518 0.041 -0.700 1.237 -1.773 3.353 -0.160
C 2.363 0.319 -1.840 2.300 1.735 -0.162 -0.647
H -0.308 -2.291 2.494 -0.810 -0.583 0.079 0.187
H -0.616 -2.205 0.603 0.643 -1.095 0.196 0.204
H 1.116 -0.768 2.488 1.109 0.921 1.488 0.185
H 2.828 -1.226 0.535 -0.617 0.228 -0.414 0.213
H 0.700 0.719 -0.670 -1.296 -0.199 0.341 0.201
H 3.374 -0.149 -1.771 -0.482 0.814 0.139 0.210
H 2.015 -0.009 -2.758 -1.260 -1.232 -1.782 0.222
H 2.348 1.444 -2.075 0.701 -1.329 0.772 0.215
O -3.271 2.865 2.261 -1.003 2.493 -2.301 -0.984
H -3.369 2.361 1.443 0.430 -0.639 1.195 0.496
H -3.023 2.523 3.082 0.589 -1.851 1.098 0.488
O -2.468 0.198 -2.035 -1.366 -0.452 -1.151 -0.957
H -3.195 -0.144 -1.441 1.041 0.504 -1.482 0.477
H -2.762 0.149 -3.011 0.333 -0.055 2.646 0.481
```
Positions in Å, forces in eV/Å.

Values from the calculation:
Energy above the lowest of the compared OMol25 structures with the same formula, charge and spin: 3.865 eV
E: -348.062773 hartree
Structure (SMILES): C=C/C=C/C.O.O
Frontier orbital gap: 9.121 eV

- Which formula does entry 2 have?
  C5H12O2

- Which value of energy above the lowest of the compared OMol25 structures with the same formula, charge and spin does entry 1 give?
  0.000 eV

- Which of these has the lowest E?
  C40H48N3O2S3SbSc